Record 1
This record from the Open Molecules 2025 dataset describes an isolated molecule of C4H6N2O. The level of theory is the ωB97M-V functional and the def2-TZVPD basis.

Output
**SMILES string**: Cc1cncn1O
**HOMO**: -0.3222 Ha
**Multiplicity**: 1
**Orbital gap**: 9.23 eV
**DFT total energy**: -9269.609 eV

Atoms and positions in Å:
O -0.69 -1.62 -1.06
N -0.13 -0.88 -0.05
N 0.29 -0.60 2.02
C -0.04 0.52 0.01
C -0.18 -1.40 1.15
C 0.06 1.44 -1.03
C 0.27 0.61 1.32
H 0.20 2.40 -0.74
H 0.46 1.49 2.05
H -0.93 1.41 -1.56
H 0.98 1.33 -1.80
H -0.38 -2.45 1.19
H 0.08 -2.25 -1.49

Record 2
This record from the Open Molecules 2025 dataset describes a cluster of 6 separate species, C28H45ClNO21 in total. The level of theory is the ωB97M-V functional and the def2-TZVPD basis.

Output
**HOMO**: -0.4597 Ha
**Multiplicity**: 1
**Orbital gap**: 7.26 eV
**DFT total energy**: -86762.794 eV
**Net charge**: +1

Atoms and positions in Å:
Cl -4.15 3.07 4.86
O -5.56 1.97 -1.01
O 2.06 0.30 -0.93
O -0.95 -0.62 6.06
O 5.88 4.81 -4.26
O -6.14 -7.45 4.55
O -1.28 -4.01 -0.27
O -1.13 -5.09 1.75
O 0.26 -2.13 -6.13
O 4.91 5.66 -2.39
O -3.25 2.86 2.35
O 6.06 3.89 1.37
O 6.90 2.23 0.24
O -4.00 -7.19 4.83
O 4.98 6.90 -4.17
O -7.30 1.28 0.27
O -7.25 1.01 -1.99
O -5.13 -5.67 3.57
O 8.13 4.13 0.46
O 0.20 -3.40 -4.36
O -2.97 -0.28 4.93
O 1.18 -4.21 -6.24
N 0.20 0.49 0.69
C 5.32 5.70 -3.67
C 0.61 -3.34 -5.64
C 6.18 5.22 1.90
C 2.97 0.44 0.18
C -6.76 1.41 -0.80
C -7.38 -7.02 3.99
C 7.96 1.67 -0.53
C 0.75 0.84 -0.65
C -4.92 2.45 0.17
C 0.64 -1.93 -7.49
C -1.71 -0.29 4.92
C -2.90 2.88 3.56
C -2.81 -6.44 4.59
C 5.36 7.08 -5.54
C -1.04 0.05 3.49
C 0.50 -4.63 -3.71
C -8.53 0.38 -1.91
C -1.73 -4.21 1.08
C 5.20 4.44 -1.72
C 0.00 -0.85 1.18
C -0.19 1.62 1.54
C -1.02 -2.60 -0.44
C -5.10 -6.67 4.25
C 0.36 -2.13 0.30
C -0.82 1.49 2.94
C -1.30 2.71 3.85
C 7.13 3.48 0.67
C -0.62 -1.14 2.60
H 4.86 6.35 -6.18
H 0.70 -2.96 1.04
H 6.27 4.26 -1.68
H -2.90 -5.43 4.99
H -1.16 2.53 4.98
H 8.87 1.59 0.07
H 4.69 3.60 -2.21
H -7.65 -6.03 4.37
H 6.44 7.01 -5.65
H -1.02 -2.25 -1.53
H -5.52 3.22 0.65
H 1.72 -1.98 -7.61
H -1.99 -6.95 5.11
H -8.82 0.10 -2.92
H 8.13 2.25 -1.44
H -3.96 2.88 -0.12
H -7.33 -7.02 2.90
H 7.66 0.66 -0.82
H 0.13 -4.57 -2.69
H 0.76 1.98 -0.79
H -0.07 -0.19 5.90
H 0.03 0.41 -1.45
H -0.75 3.66 3.53
H -0.78 -2.23 2.94
H 1.58 -4.79 -3.67
H -9.27 1.07 -1.51
H -2.56 -3.55 1.51
H -4.73 1.63 0.86
H -2.58 -6.42 3.52
H 0.15 -2.65 -8.14
H -0.05 2.69 1.13
H 0.00 -5.46 -4.21
H 5.26 5.44 2.44
H 1.23 -1.99 -0.42
H -8.15 -7.73 4.30
H 6.28 5.94 1.09
H 5.04 8.08 -5.84
H 0.31 -0.93 -7.78
H 3.23 1.53 0.43
H 2.67 -0.16 1.12
H -1.89 -2.02 0.07
H 3.97 -0.03 -0.17
H 4.82 4.52 -0.70
H -8.48 -0.53 -1.30
H 7.02 5.29 2.59

Record 3
This record from the Open Molecules 2025 dataset describes a structure of composition C3H7FOP2. The level of theory is the ωB97M-V functional and the def2-TZVPD basis.

Output
**HOMO (alpha / beta)**: -0.2282 / -0.3467 Ha
**Multiplicity**: 3
**<S²>**: 2.011
**Orbital gap (alpha / beta)**: 7.01 / 7.54 eV
**DFT total energy**: -26560.758 eV

Atoms and positions in Å:
P 0.51 0.86 -0.23
P -2.32 0.52 -0.48
F -0.72 0.99 -2.59
O 2.58 -0.80 -0.24
C 1.06 -1.59 1.39
C 1.61 -0.61 0.41
C -0.87 1.40 -1.25
H -2.87 -0.02 -1.78
H 0.08 -1.67 1.21
H -0.02 1.43 0.94
H 1.47 1.77 -0.52
H 1.57 -2.66 1.20
H 1.17 -1.20 2.40
H -3.23 1.58 -0.46

Question: Look up the multiplicity of the second one.
Answer: 1